Entry 1:
{
  "formula": "C6H13NO3",
  "method": "wB97M-V/def2-TZVPD",
  "species": ["C", "O", "C", "C", "C", "N", "C", "C", "O", "H", "H", "H", "H", "H", "H", "H", "H", "H", "H", "H", "H", "O", "H"],
  "positions_angstrom": [[-0.912103, -4.020561, 0.745197], [-2.126660, -3.317978, 0.563439], [-2.992825, -3.839582, -0.417775], [-4.401461, -4.027581, 0.158345], [-4.404960, -5.031428, 1.308484], [-4.901492, -2.699626, 0.477644], [-6.312238, -2.597261, 0.790809], [-3.086110, -2.849250, -1.580927], [-3.654849, -3.088496, -2.619689], [-0.356439, -3.504824, 1.536189], [-1.109505, -5.057068, 1.058740], [-0.313316, -4.022347, -0.179155], [-2.622188, -4.796983, -0.814864], [-5.023832, -4.416090, -0.662734], [-3.759435, -4.687189, 2.129047], [-5.419872, -5.166290, 1.704883], [-4.045484, -6.012676, 0.968237], [-6.631273, -3.214483, 1.650308], [-6.562386, -1.551851, 1.012746], [-6.905062, -2.908082, -0.081792], [-4.308143, -2.215953, 1.178853], [-2.492188, -1.650390, -1.353559], [-2.010666, -1.732687, -0.508477]],
  "atomic_forces_ev_per_a": [[0.2, -0.2, 0.0], [0.1, 0.2, 0.5], [-0.2, -0.3, -0.5], [-0.1, 0.2, -0.1], [0.0, -0.1, 0.2], [0.5, 0.6, 0.5], [-0.2, -0.1, 0.1], [-0.2, 0.6, -0.8], [0.4, 0.0, 1.0], [-0.1, -0.1, -0.2], [0.1, 0.2, -0.1], [-0.1, 0.0, 0.2], [0.0, 0.2, 0.1], [0.2, 0.1, 0.1], [-0.1, -0.1, -0.2], [0.3, 0.0, -0.1], [-0.1, 0.2, 0.1], [0.0, 0.1, -0.1], [0.1, -0.3, -0.1], [0.2, 0.1, 0.2], [-0.6, -0.7, -0.6], [0.0, -0.7, -0.1], [-0.3, 0.0, -0.1]],
  "e_above_lowest_kcal_mol": 32.8,
  "total_energy_ev": -14065.207,
  "smiles": "CN[C@H](C)[C@H](OC)C(=O)O",
  "orbital_gap_ev": 9.57
}

Entry 2:
{
  "formula": "C3H4NO3",
  "method": "wB97M-V/def2-TZVPD",
  "species": ["C", "C", "C", "N", "O", "O", "O", "H", "H", "H", "H"],
  "positions_angstrom": [[-2.731782, 0.092949, 0.149835], [-1.426335, -0.587340, -0.387526], [2.486719, 0.385027, 0.253291], [1.892149, -0.833857, -0.122860], [-3.088018, 0.983206, -0.611400], [-3.175111, -0.496576, 1.121186], [-0.304685, -0.190914, -0.238448], [-1.620121, -1.509972, -0.998950], [2.551004, 0.352485, 1.414425], [3.484856, 0.533923, -0.265785], [1.931323, 1.271074, -0.313763]],
  "atomic_forces_ev_per_a": [[2.3, -1.4, -1.5], [-1.2, -0.1, -0.1], [-0.5, 0.7, -0.6], [1.0, -0.2, -0.3], [-1.1, 1.3, -0.3], [-1.2, -0.2, 1.5], [0.6, 0.7, 0.2], [0.1, 0.0, 0.1], [0.0, 1.0, -1.8], [-0.4, -0.6, 0.8], [0.4, -1.4, 1.9]],
  "e_above_lowest_kcal_mol": 143.0,
  "total_energy_ev": -10804.984,
  "orbital_gap_ev": [7.02, 7.00],
  "charge": -1
}

Entry 3:
{
  "formula": "C27H34F2NO2Si2",
  "method": "wB97M-V/def2-TZVPD",
  "species": ["C", "Si", "C", "C", "O", "N", "O", "Si", "C", "C", "C", "C", "C", "C", "C", "C", "C", "C", "C", "H", "H", "H", "H", "H", "H", "H", "H", "H", "H", "H", "H", "H", "H", "H", "H", "H", "H", "H", "H", "H", "H", "H", "H", "H", "F", "C", "C", "C", "C", "C", "C", "C", "C", "C", "F", "C", "C", "C", "C", "H", "H", "H", "H", "H", "H", "H", "H", "H"],
  "positions_angstrom": [[3.341738, 2.845283, -0.270051], [2.978769, 1.584299, 1.074193], [2.569396, -0.094811, 0.380879], [4.277553, 1.599215, 2.411494], [1.551507, 2.110718, 1.850074], [0.387793, 1.616346, 1.114766], [-0.417835, 2.709645, 0.916230], [-0.229780, 4.180155, 1.792175], [1.166989, 5.192294, 1.117982], [-1.878227, 4.925355, 1.305832], [-0.170738, 3.868217, 3.622422], [-0.281419, 0.693551, 1.978522], [0.393447, -0.213472, 2.717791], [-1.727792, 0.930194, 1.924457], [-2.559110, 0.962863, 3.061604], [-3.884759, 1.397235, 2.936594], [-4.412098, 1.715481, 1.686416], [-3.614132, 1.607784, 0.545875], [-2.272921, 1.261926, 0.680158], [4.179313, 2.513481, -0.905248], [2.464471, 2.977917, -0.922138], [3.606612, 3.819567, 0.167248], [3.330234, -0.335801, -0.376859], [2.570212, -0.886099, 1.141917], [1.582295, -0.086228, -0.105499], [5.259602, 1.396262, 1.962613], [4.343510, 2.574301, 2.914307], [4.111933, 0.836514, 3.184068], [0.906367, 6.242126, 1.326161], [2.141472, 5.009306, 1.584323], [1.283133, 5.099109, 0.031076], [-1.957065, 5.994035, 1.561652], [-2.049996, 4.825532, 0.223873], [-2.703260, 4.405435, 1.813389], [-0.339342, 4.839800, 4.116069], [-0.959716, 3.188706, 3.970137], [0.798451, 3.488795, 3.969358], [-0.181420, -0.843796, 3.417861], [1.467707, -0.177566, 2.779228], [-2.138748, 0.686500, 4.025956], [-4.524188, 1.442669, 3.817887], [-5.426963, 2.109658, 1.593312], [-4.000373, 1.767030, -0.455817], [-1.662061, 1.163539, -0.205631], [0.465561, -5.589624, -8.046939], [0.421962, -5.069920, -6.768969], [1.316566, -4.043848, -6.435824], [1.262075, -3.545053, -5.141064], [0.309546, -4.012542, -4.173142], [0.377964, -3.426977, -2.863312], [-0.330046, -3.757970, -1.688661], [-0.142964, -2.885831, -0.559458], [-0.844317, -3.056708, 0.628522], [-1.756618, -4.116110, 0.694028], [-2.480076, -4.269976, 1.844026], [-1.962245, -5.017813, -0.345521], [-1.200094, -4.884926, -1.502850], [-0.624034, -5.000644, -4.611354], [-0.532090, -5.576639, -5.880243], [2.031437, -3.663242, -7.170209], [1.968378, -2.768369, -4.838492], [1.092383, -2.604895, -2.749262], [0.579591, -2.070840, -0.655296], [-0.685298, -2.383121, 1.467224], [-2.690649, -5.826097, -0.252666], [-1.247831, -5.665497, -2.264906], [-1.446832, -5.319604, -3.977864], [-1.202919, -6.386809, -6.184410]],
  "atomic_forces_ev_per_a": [[0.2, -0.3, -0.2], [-0.5, 0.8, 0.1], [0.4, -0.5, -0.4], [0.2, -0.2, 0.0], [-0.2, -0.8, -0.6], [1.3, 0.5, 0.9], [0.8, 1.5, -0.3], [-0.6, -0.7, -0.3], [0.2, 0.6, 0.1], [-0.1, 0.2, 0.0], [0.2, 0.4, 0.4], [0.4, -0.6, 0.9], [-1.3, 0.7, 0.1], [-1.3, -0.4, 0.4], [0.3, 0.1, -0.7], [0.0, -0.3, 0.0], [0.0, 0.3, 0.0], [0.5, -0.3, 0.2], [-1.2, -0.9, -0.1], [-0.2, 0.2, 0.2], [0.2, 0.0, 0.2], [-0.1, -0.3, -0.2], [-0.1, -0.1, 0.1], [0.1, 0.2, -0.3], [0.4, 0.2, 0.2], [-0.1, 0.1, 0.1], [-0.1, -0.2, -0.2], [-0.1, 0.2, -0.2], [0.1, -0.1, -0.1], [-0.2, -0.1, 0.0], [-0.1, 0.0, 0.2], [0.1, -0.3, -0.1], [0.1, 0.0, 0.3], [0.2, 0.0, -0.1], [0.0, -0.2, 0.0], [0.1, 0.1, -0.2], [-0.2, 0.1, -0.1], [0.5, 0.2, -0.6], [-0.1, -0.2, 0.1], [-0.1, 0.2, -0.1], [0.2, 0.1, -0.2], [0.2, -0.3, 0.1], [-0.1, 0.2, 0.2], [-0.1, 0.1, 0.0], [0.0, 0.8, 2.1], [0.2, -0.4, -1.4], [-0.2, -0.1, 0.3], [-0.2, -0.1, 0.1], [0.2, 0.3, -0.4], [-0.3, -0.7, -0.4], [0.0, -0.1, 0.8], [-0.2, -0.2, 0.0], [0.2, -0.1, -0.6], [-0.6, 0.5, 1.3], [1.0, 0.2, -1.7], [0.3, -0.4, -0.8], [-0.2, 0.2, 0.2], [0.2, -0.3, -0.5], [0.0, 0.4, 0.5], [-0.3, -0.2, 0.3], [-0.2, -0.2, -0.1], [-0.2, -0.2, -0.1], [-0.3, -0.2, 0.1], [-0.1, -0.1, -0.1], [0.4, 0.2, 0.1], [-0.1, 0.4, 0.5], [0.3, 0.1, -0.3], [0.3, 0.5, 0.0]],
  "e_above_lowest_kcal_mol": 0.0,
  "total_energy_ev": -55318.691,
  "orbital_gap_ev": 4.38,
  "charge": 1
}

Entry 4:
{
  "formula": "C3H26N2O10",
  "method": "wB97M-V/def2-TZVPD",
  "species": ["N", "C", "C", "C", "N", "O", "H", "H", "H", "H", "H", "H", "H", "H", "H", "H", "O", "H", "H", "O", "H", "H", "O", "H", "H", "O", "H", "H", "O", "H", "H", "O", "H", "H", "O", "H", "H", "O", "H", "H", "O"],
  "positions_angstrom": [[-0.574638, 0.275336, 1.850704], [-0.392123, -0.617720, 0.706327], [0.463577, 0.158149, -0.383999], [-1.701170, -1.188819, 0.219859], [-2.760243, -1.175043, 1.014756], [-1.735452, -1.659193, -0.924679], [-1.129507, 1.075994, 1.574087], [0.304127, 0.594834, 2.233211], [0.356652, -1.364265, 0.955121], [0.331908, -0.234277, -1.384039], [1.477503, -0.022042, -0.067791], [0.184372, 1.196706, -0.340379], [-3.624801, -1.673719, 0.884698], [-2.764562, -0.716148, 1.910883], [-0.222379, -2.842999, 3.840718], [0.683133, -2.026001, 2.914410], [0.550768, -2.274225, 3.828740], [-1.223835, -1.678954, -3.798952], [-1.030014, -0.978481, -2.413548], [-0.871216, -0.903153, -3.365200], [-0.081548, 2.241791, -2.603296], [-0.937804, 1.562094, -3.613989], [-0.772105, 2.444644, -3.241618], [3.173713, 2.621774, 0.767474], [1.754721, 2.980699, 1.399826], [2.345839, 2.281409, 1.109666], [2.827787, -0.748758, -0.921220], [2.657223, -1.745797, -2.219256], [3.196784, -1.190761, -1.660097], [-0.420547, -3.914076, -1.121971], [0.399104, -2.793024, -1.628709], [0.495167, -3.651720, -1.212168], [-3.209746, 2.937666, -1.047055], [-2.360319, 2.160171, -1.808027], [-2.584569, 2.218086, -0.854571], [2.951963, -0.041622, 1.957690], [2.679790, -0.905783, 3.185691], [2.533007, -0.862350, 2.239652], [-1.019698, 3.766137, 0.561922], [0.205123, 2.990377, 0.466440], [-0.156000, 3.703056, 0.988701]],
  "atomic_forces_ev_per_a": [[-0.7, -0.6, 0.3], [1.3, 2.2, -0.2], [-1.3, -1.3, 0.4], [0.7, -0.4, -1.6], [-1.0, 0.2, 1.6], [-0.3, -0.2, 0.5], [0.2, 0.2, 0.0], [0.1, -0.1, 0.0], [-0.7, -0.8, 0.4], [0.1, 0.0, -0.2], [0.2, 0.6, 0.0], [0.1, 0.4, -0.2], [0.3, -0.1, -1.0], [0.8, 0.1, 0.0], [0.0, 0.0, 0.0], [0.0, 0.1, -0.3], [0.1, -0.1, 0.4], [-0.2, -0.2, 0.2], [-0.5, -0.5, 0.0], [0.6, 0.8, -0.5], [0.2, 0.2, 0.1], [0.0, 0.1, -0.2], [-0.2, -0.6, 0.0], [-0.1, 0.5, 0.1], [0.5, 0.5, 0.1], [-0.1, -0.9, 0.1], [-1.2, -0.1, 0.5], [-0.8, 0.2, 0.6], [2.2, -0.2, -1.2], [-0.3, -0.2, 0.1], [0.0, 0.3, -0.1], [0.3, 0.0, 0.0], [-0.3, 0.0, 1.1], [1.0, -0.7, 0.4], [-0.5, 0.9, -1.4], [-0.1, 0.1, 0.0], [0.0, -0.1, 0.3], [-0.1, 0.1, -0.3], [-0.2, 0.3, 0.2], [0.4, -0.5, -0.3], [-0.4, 0.1, -0.1]],
  "e_above_lowest_kcal_mol": 65.1,
  "total_energy_ev": -26988.661,
  "smiles": "C[C@@H](N)C(N)=O.O.O.O.O.O.O.O.O.O",
  "orbital_gap_ev": 9.81
}

Entry 5:
{
  "formula": "C4H18HgO6",
  "method": "wB97M-V/def2-TZVPD",
  "species": ["Hg", "C", "C", "O", "H", "H", "H", "H", "H", "C", "C", "O", "H", "H", "H", "H", "H", "O", "H", "H", "O", "H", "H", "O", "H", "H", "O", "H", "H"],
  "positions_angstrom": [[10.615020, -11.732790, -7.350230], [6.928210, -11.155700, -5.596380], [7.490990, -10.466380, -6.920680], [8.247540, -11.252000, -7.745800], [6.233240, -11.981870, -5.746570], [6.366790, -10.412270, -5.030480], [7.702130, -11.567120, -4.948390], [8.037230, -9.553380, -6.683690], [6.636450, -10.004990, -7.415640], [14.586070, -12.341360, -5.148680], [13.890090, -11.708570, -6.385920], [12.926450, -12.414920, -7.127830], [14.937410, -11.607790, -4.423050], [15.459420, -12.898210, -5.488200], [13.972260, -13.079260, -4.632110], [14.599610, -11.268720, -7.086790], [13.395590, -10.791220, -6.066500], [11.237100, -9.719500, -8.399700], [12.019080, -9.423510, -8.865670], [10.644510, -8.968170, -8.423930], [9.969970, -13.135630, -5.663040], [9.469070, -13.066960, -4.850260], [10.622710, -13.813030, -5.486160], [10.287280, -12.642400, -9.458570], [9.385650, -12.568930, -9.771460], [10.712240, -13.226940, -10.086220], [10.660130, -10.326520, -5.433090], [9.954330, -10.141250, -4.813610], [11.306860, -9.639350, -5.272580]],
  "atomic_forces_ev_per_a": [[0.3, -0.2, -0.2], [0.3, 0.7, -0.8], [0.0, -0.5, 1.0], [1.2, -0.8, -0.3], [0.1, 0.0, -0.6], [0.0, 0.2, 0.2], [0.4, 0.2, 0.0], [0.4, 0.4, 0.9], [-0.6, -0.4, -0.5], [0.1, -0.6, -1.0], [-1.5, 1.1, -0.1], [-0.8, -0.5, 0.3], [-0.1, 0.2, -0.1], [0.1, -0.1, 0.0], [-0.4, 0.2, 0.0], [0.9, -0.4, -0.1], [-0.1, 0.5, 0.8], [0.2, 0.8, -0.2], [0.4, -0.2, -0.1], [-0.5, 0.1, 0.0], [-0.3, -0.9, 0.6], [-0.4, 0.2, 0.1], [0.5, -0.2, -0.1], [-0.1, -0.3, -0.8], [-0.6, 0.3, 0.2], [0.5, -0.2, 0.0], [0.1, 0.5, 0.7], [-0.5, -0.1, 0.1], [0.4, 0.1, -0.1]],
  "e_above_lowest_kcal_mol": 27.7,
  "total_energy_ev": -20895.778,
  "orbital_gap_ev": 7.49
}